[1]
# C2H9NO2Si

A single C2H9NO2Si molecule (wB97M-V/def2-TZVPD, the Open Molecules 2025 dataset).

* structure (SMILES): CN(C)[SiH](O)O
* E_HOMO: -8.3 eV
* total charge: 0
* energy above the lowest of the compared OMol25 structures with the same formula, charge and spin: 36.6 kcal per mole
* orbital gap: 9.0 eV
* LUMO level: 0.73 eV
* multiplicity: 1

```
15
Properties=species:S:1:pos:R:3:nbo_charge:R:1
C -1.40 -0.57 -0.12 -0.4343
N -0.28 0.23 0.28 -0.7846
C 0.00 0.07 1.69 -0.4056
Si 1.13 0.26 -1.13 1.9920
O 0.39 0.74 -2.52 -1.0952
O 2.35 1.30 -1.01 -1.1051
H -2.22 -0.44 0.53 0.2011
H -1.71 -0.12 -1.07 0.1810
H -1.22 -1.58 -0.49 0.1714
H 0.14 -0.95 2.04 0.1631
H 0.87 0.71 1.83 0.1999
H -0.88 0.41 2.14 0.1809
H 1.37 -1.21 -1.46 -0.2684
H -0.25 0.13 -2.77 0.4839
H 2.52 1.89 -1.72 0.5198
```

---

[2]
# C2H9NO3

A 3-piece molecular cluster, C2H9NO3 overall (wB97M-V/def2-TZVPD, the Open Molecules 2025 dataset).

* structure (SMILES): CNC=O.O.O
* E_HOMO: -9.7 eV
* total charge: 0
* energy above the lowest of the compared OMol25 structures with the same formula, charge and spin: 25.3 kcal per mole
* orbital gap: 10.3 eV
* LUMO level: 0.59 eV
* multiplicity: 1

```
15
Properties=species:S:1:pos:R:3:nbo_charge:R:1
C 1.73 -0.35 -0.77 -0.4222
N 0.57 0.01 -1.57 -0.6337
C 0.20 1.33 -1.56 0.5309
O 0.72 2.18 -0.88 -0.5957
H 1.64 -0.18 0.31 0.1984
H 1.88 -1.42 -0.86 0.1989
H 2.61 0.19 -1.11 0.2074
H -0.17 -0.67 -1.45 0.4077
H -0.68 1.53 -2.18 0.1061
O -1.84 0.55 2.26 -0.9429
H -1.58 1.23 2.88 0.4753
H -1.70 1.10 1.49 0.4749
O -1.00 -1.66 0.80 -0.9688
H -1.46 -1.26 1.56 0.4976
H -0.92 -2.58 1.07 0.4661
```

---

[3]
# C2H9NO4

A 3-piece molecular cluster, C2H9NO4 overall (wB97M-V/def2-TZVPD, the Open Molecules 2025 dataset).

* structure (SMILES): O=CNCO.O.O
* E_HOMO: -9.8 eV
* total charge: 0
* energy above the lowest of the compared OMol25 structures with the same formula, charge and spin: 29.4 kcal per mole
* orbital gap: 10.4 eV
* LUMO level: 0.69 eV
* multiplicity: 1

```
16
Properties=species:S:1:pos:R:3:nbo_charge:R:1
O 0.43 0.72 -2.03 -0.6350
C -0.56 1.42 -2.17 0.5312
N -1.54 1.60 -1.25 -0.6363
C -1.86 0.80 -0.05 0.1142
O -0.85 -0.02 0.43 -0.6963
H -0.65 2.08 -3.05 0.1176
H -2.11 2.42 -1.33 0.3982
H -2.74 0.17 -0.19 0.1642
H -2.15 1.58 0.68 0.1463
H -0.05 0.36 0.05 0.4947
O 2.41 1.37 0.20 -0.9362
H 3.26 1.16 0.58 0.4625
H 2.38 0.72 -0.49 0.4749
O 0.98 -4.68 2.98 -0.9295
H 1.77 -4.16 2.95 0.4645
H 1.29 -5.55 2.68 0.4651
```

---

[4]
# C2H9NOS

A 2-piece molecular cluster, C2H9NOS overall (wB97M-V/def2-TZVPD, the Open Molecules 2025 dataset).

* structure (SMILES): NCCS.O
* E_HOMO: -8.7 eV
* total charge: 0
* energy above the lowest of the compared OMol25 structures with the same formula, charge and spin: 25.0 kcal per mole
* orbital gap: 9.3 eV
* LUMO level: 0.54 eV
* multiplicity: 1

```
14
Properties=species:S:1:pos:R:3:nbo_charge:R:1
N 0.44 -1.16 0.81 -0.8605
C 0.16 -0.12 -0.11 -0.2604
C -0.86 -0.77 -1.06 -0.4814
S -1.09 0.53 -2.37 -0.1184
H 0.12 -1.01 1.80 0.3822
H 1.49 -1.38 0.89 0.3695
H 1.03 0.18 -0.78 0.1831
H -0.27 0.84 0.22 0.2104
H -0.39 -1.64 -1.70 0.2165
H -1.69 -1.11 -0.41 0.2186
H -1.87 -0.12 -3.32 0.1359
O 0.71 1.55 2.07 -0.9299
H 0.84 2.35 2.59 0.4676
H 1.38 1.85 1.37 0.4668
```

---

[5]
# C2H9NOSi

A single C2H9NOSi molecule (wB97M-V/def2-TZVPD, the Open Molecules 2025 dataset).

* structure (SMILES): CN(C)O[SiH3]
* E_HOMO: -8.4 eV
* total charge: 0
* energy above the lowest of the compared OMol25 structures with the same formula, charge and spin: 113.9 kcal per mole
* orbital gap: 9.4 eV
* LUMO level: 0.95 eV
* multiplicity: 1

```
14
Properties=species:S:1:pos:R:3:nbo_charge:R:1
C -1.01 0.32 -0.81 -0.4460
N -0.24 0.72 0.34 -0.1439
C -0.88 0.55 1.62 -0.4180
O 0.95 -0.03 0.42 -0.7913
Si 1.91 -0.91 -0.62 1.2056
H -0.33 0.18 -1.78 0.2330
H -1.60 -0.49 -0.63 0.1715
H -1.68 1.23 -1.18 0.2085
H -0.45 1.30 2.34 0.2074
H -2.02 0.77 1.48 0.1969
H -0.88 -0.40 2.06 0.1879
H 1.69 -2.33 -0.50 -0.1925
H 1.34 -0.59 -2.04 -0.2348
H 3.21 -0.32 -0.71 -0.1847
```

---

[6]
# C2H9NOSi2

A 2-piece molecular cluster, C2H9NOSi2 overall (wB97M-V/def2-TZVPD, the Open Molecules 2025 dataset).

* E_HOMO (spin up / spin down): -8.3 / -8.3 eV
* total charge: 0
* energy above the lowest of the compared OMol25 structures with the same formula, charge and spin: 68.0 kcal per mole
* orbital gap (spin up / spin down): 7.8 / 7.8 eV
* LUMO level (spin up / spin down): -0.48 / -0.48 eV
* multiplicity: 1

```
15
Properties=species:S:1:pos:R:3:nbo_charge:R:1
C -1.85 0.04 0.43 0.9317
C -2.05 -0.61 -0.86 -0.7617
N 0.56 0.22 0.04 -1.6153
O -2.31 0.35 1.42 -0.3752
Si 0.94 1.87 0.22 1.1120
Si 1.13 -1.12 0.93 1.1346
H -1.51 -1.54 -0.72 0.3089
H -3.07 -0.62 -1.11 0.2534
H -1.51 -0.13 -1.59 0.2927
H 1.52 2.29 1.51 -0.2052
H 2.14 2.11 -0.48 -0.2211
H -0.23 2.56 -0.51 -0.2042
H 0.67 -0.73 2.27 -0.2114
H 0.35 -2.08 0.04 -0.2446
H 2.46 -1.69 0.99 -0.1947
```

---

[7]
# C2H9NP2

A single C2H9NP2 molecule (wB97M-V/def2-TZVPD, the Open Molecules 2025 dataset).

* structure (SMILES): CNPCP
* E_HOMO: -8.9 eV
* total charge: 0
* energy above the lowest of the compared OMol25 structures with the same formula, charge and spin: 33.2 kcal per mole
* orbital gap: 9.3 eV
* LUMO level: 0.41 eV
* multiplicity: 1

```
14
Properties=species:S:1:pos:R:3:nbo_charge:R:1
C -2.18 -0.04 0.34 -0.4285
N -1.43 0.42 -0.83 -0.7937
P 0.40 1.25 0.02 0.5844
C 1.24 -0.47 -0.20 -0.9720
P 3.05 0.07 -0.03 0.2665
H -2.04 -1.06 0.61 0.1906
H -2.09 0.47 1.23 0.1758
H -3.35 0.08 0.08 0.1836
H -1.73 1.24 -1.30 0.3534
H 0.91 1.74 -1.32 -0.0287
H 0.93 -1.30 0.44 0.2425
H 0.92 -0.71 -1.22 0.2609
H 3.64 -1.13 -0.37 -0.0201
H 3.27 -0.16 1.37 -0.0146
```

---

[8]
# C2H9NS

A 3-piece molecular cluster, C2H9NS overall (wB97M-V/def2-TZVPD, the Open Molecules 2025 dataset).

* structure (SMILES): [H][H].C1CS1.N
* E_HOMO: -8.8 eV
* total charge: 0
* energy above the lowest of the compared OMol25 structures with the same formula, charge and spin: 51.3 kcal per mole
* orbital gap: 9.7 eV
* LUMO level: 0.92 eV
* multiplicity: 1

```
13
Properties=species:S:1:pos:R:3:nbo_charge:R:1
H -3.31 1.32 1.87 0.0005
H -3.14 1.48 2.59 -0.0001
C -0.26 0.61 0.60 -0.4886
C 0.27 1.35 -0.53 -0.4541
S -0.71 -0.18 -1.01 0.0137
H 0.28 -0.16 1.15 0.2430
H -1.08 1.22 1.16 0.2355
H 1.34 1.28 -0.75 0.2204
H -0.16 2.16 -1.04 0.2362
N 1.97 -2.36 -1.00 -1.0716
H 1.54 -3.05 -0.47 0.3574
H 1.67 -2.23 -1.93 0.3600
H 1.59 -1.45 -0.64 0.3477
```

---

[9]
# C2H9NS

A 2-piece molecular cluster, C2H9NS overall (wB97M-V/def2-TZVPD, the Open Molecules 2025 dataset).

* E_HOMO: -6.0 eV
* total charge: 0
* energy above the lowest of the compared OMol25 structures with the same formula, charge and spin: 59.2 kcal per mole
* orbital gap: 5.6 eV
* LUMO level: -0.41 eV
* multiplicity: 1

```
13
Properties=species:S:1:pos:R:3:nbo_charge:R:1
S -1.95 1.74 1.93 -1.0586
H -1.45 2.59 2.79 0.1079
C 1.55 -0.27 -0.22 -0.4361
N 0.20 0.02 -0.85 -0.4888
C -0.85 -0.89 -0.35 -0.4567
H 2.05 0.70 -0.30 0.2331
H 1.42 -0.34 0.86 0.2528
H 2.03 -1.18 -0.53 0.2288
H 0.39 -0.13 -1.83 0.4101
H 0.04 1.02 -0.81 0.4587
H -0.49 -1.91 -0.41 0.2106
H -1.77 -0.80 -0.92 0.2343
H -1.17 -0.54 0.63 0.3040
```

---

[10]
# C2H9NS2

A 2-piece molecular cluster, C2H9NS2 overall (wB97M-V/def2-TZVPD, the Open Molecules 2025 dataset).

* structure (SMILES): CNC.SS
* E_HOMO: -9.3 eV
* total charge: 0
* energy above the lowest of the compared OMol25 structures with the same formula, charge and spin: 37.6 kcal per mole
* orbital gap: 9.6 eV
* LUMO level: 0.28 eV
* multiplicity: 1

```
14
Properties=species:S:1:pos:R:3:nbo_charge:R:1
C 1.14 1.46 3.94 -0.4411
N 0.61 0.92 5.30 -0.6030
C 1.64 1.34 6.23 -0.4405
H 2.20 1.23 3.70 0.1744
H 0.42 1.15 3.14 0.2006
H 1.19 2.55 3.90 0.1948
H 0.64 -0.15 5.23 0.3468
H 1.53 0.74 7.15 0.1942
H 1.48 2.41 6.48 0.2046
H 2.69 0.94 6.06 0.1693
S -1.93 -1.12 -3.83 -0.1491
S 0.11 -0.81 -4.13 -0.1385
H -2.37 0.18 -3.58 0.1386
H 0.45 -1.39 -2.86 0.1490
```